DFT (wB97M-V/def2-TZVPD) results for a 4-piece molecular cluster, C7H18O3 overall.

```
28
Properties=species:S:1:pos:R:3:forces:R:3
C -0.683 2.613 -0.248 0.0 -0.6 -1.0
C 0.703 2.501 -0.907 0.5 0.4 1.3
C 1.394 1.258 -0.449 -1.6 -1.3 -1.6
C 2.723 1.165 -0.192 1.2 0.3 0.1
C 0.121 -2.409 -0.522 -0.3 -0.7 -0.3
C 0.785 -1.133 -0.852 -0.5 -0.3 0.6
C 0.592 0.046 -0.187 1.6 1.4 0.6
H -1.118 3.550 -0.572 -0.2 0.2 0.5
H -0.654 2.442 0.823 0.1 0.6 0.2
H -1.341 1.816 -0.625 0.1 0.2 -0.2
H 0.617 2.570 -1.999 -0.1 -0.7 0.0
H 1.381 3.337 -0.681 -0.4 0.1 0.2
H 3.327 2.055 -0.224 0.2 0.3 0.1
H 3.222 0.284 0.184 -0.1 -0.3 -0.3
H 0.301 -3.165 -1.274 0.2 -0.1 -0.3
H 0.479 -2.852 0.410 0.2 0.2 0.0
H -0.965 -2.389 -0.413 0.0 0.5 0.2
H 1.382 -1.122 -1.757 0.3 0.1 0.1
H 0.027 0.225 0.723 -1.0 -0.7 -0.3
H -2.167 0.100 3.563 -0.4 0.4 0.4
H -2.177 0.421 2.035 0.0 -0.4 0.8
O -1.802 -0.161 2.723 0.3 0.3 -1.1
H 0.008 -2.357 2.089 -0.6 -0.5 0.7
H -1.100 -1.960 3.021 0.0 -0.8 -0.4
O -0.717 -2.764 2.607 0.6 1.1 -0.2
H -1.693 -1.042 -3.362 0.0 -0.7 -0.6
H -0.763 -0.512 -2.255 0.1 -0.2 -0.2
O -1.569 -0.341 -2.738 -0.2 1.0 0.6
```
Forces are in eV/Å.

Output
net charge	+1
HOMO energy (alpha / beta)	-13.9 / -13.9	eV
expectation value of S²	0.772
gap between HOMO and LUMO (alpha / beta)	9.682 / 5.281	eV
molecular weight	150.218	g mol⁻¹
calculated total energy	-13683.0142	eV
spin multiplicity	2